Formula: CH4O3
Source: OMol25
Level of theory: wB97M-V/def2-TZVPD

The HOMO-LUMO gap comes out at 11.8 eV. As for the HOMO energy: -11.0 eV.

Each line ends with the Löwdin charge.
Cartesian coordinates (Å):
O  1.852  -0.874  -1.906  0.02
C  0.842  -0.934  -2.639  -0.30
O  -0.337  -0.237  -2.344  0.01
H  0.715  -1.440  -3.616  0.14
H  -0.196  0.082  -1.412  0.13
O  -0.706  1.046  3.674  -0.09
H  -0.604  1.741  4.362  0.05
H  -1.566  0.615  3.881  0.05

---

Formula: CH4O3
Source: OMol25
Level of theory: wB97M-V/def2-TZVPD

The HOMO-LUMO gap comes out at 11.3 eV. As for the HOMO energy: -11.2 eV.

Each line ends with the Löwdin charge.
Cartesian coordinates (Å):
O  0.332  2.093  0.023  0.06
C  -0.667  1.441  -0.258  -0.40
O  -1.116  0.378  0.386  0.07
H  -1.440  1.751  -0.988  0.14
H  -1.866  -0.009  -0.142  0.14
O  1.720  -2.245  0.440  -0.09
H  0.805  -1.893  0.516  0.03
H  2.232  -1.517  0.021  0.05

---

Formula: CH4OS
Source: OMol25
Level of theory: wB97M-V/def2-TZVPD

The HOMO-LUMO gap comes out at 8.9 eV. As for the HOMO energy: -9.4 eV.

Each line ends with the Löwdin charge.
Cartesian coordinates (Å):
C  0.899  0.588  -0.917  -0.45
O  -1.312  -0.052  1.877  -0.11
S  0.777  -0.842  -1.782  0.70
H  -0.620  -0.048  2.507  0.00
H  1.791  1.113  -1.368  -0.07
H  -1.088  0.327  0.930  0.06
H  -0.447  -1.086  -1.246  -0.13

---

Formula: CH4P2S
Source: OMol25
Level of theory: wB97M-V/def2-TZVPD

The HOMO-LUMO gap comes out at 9.7 eV. As for the HOMO energy: -9.0 eV.

Each line ends with the Löwdin charge.
Cartesian coordinates (Å):
C  -1.185  -0.168  0.371  -0.46
P  0.085  0.067  -1.010  0.27
S  1.528  -1.337  -0.439  0.06
P  1.769  0.619  0.201  0.21
H  -1.757  -1.060  0.192  0.00
H  -1.903  0.731  0.311  0.05
H  -0.785  -0.167  1.395  0.01
H  2.249  1.315  -1.021  -0.15

---

Formula: CH4P2S
Source: OMol25
Level of theory: wB97M-V/def2-TZVPD

The HOMO-LUMO gap (alpha / beta) comes out at 7.9 / 6.6 eV. As for the HOMO energy (alpha / beta): -9.5 / -8.6 eV.

Each line ends with the Löwdin charge.
Cartesian coordinates (Å):
C  -0.169  -0.021  -0.278  -0.96
P  0.147  -1.584  0.369  0.64
P  1.029  1.177  0.349  0.65
S  -2.432  0.621  0.487  0.16
H  -0.770  -2.330  -0.310  -0.12
H  1.161  -1.808  -0.538  -0.10
H  1.104  2.120  -0.820  -0.07
H  -0.069  1.825  0.740  -0.21

---

Formula: CH4P2S
Source: OMol25
Level of theory: wB97M-V/def2-TZVPD

The HOMO-LUMO gap (alpha / beta) comes out at 5.6 / 6.2 eV. As for the HOMO energy (alpha / beta): -4.9 / -9.2 eV. The expectation value of S² is 2.01. Its spin multiplicity is 3.

Each line ends with the Löwdin spin population.
Cartesian coordinates (Å):
C  -1.210  -0.361  -0.231  0.04
P  1.449  0.860  0.979  0.69
P  0.468  0.076  -0.799  0.19
S  1.847  -1.094  0.218  0.99
H  -1.580  -1.063  -0.965  0.00
H  -1.816  0.500  -0.197  0.00
H  -1.496  -0.582  0.778  0.00
H  2.340  1.664  0.218  0.09

---

Formula: CH4S3
Source: OMol25
Level of theory: wB97M-V/def2-TZVPD

The HOMO-LUMO gap (alpha / beta) comes out at 7.2 / 8.5 eV. As for the HOMO energy (alpha / beta): -7.5 / -8.7 eV.

Each line ends with the Löwdin charge.
Cartesian coordinates (Å):
C  -0.315  0.179  0.036  -1.58
S  -2.009  0.444  0.604  0.68
S  0.437  -1.356  0.447  0.64
S  0.711  1.604  0.056  0.58
H  -0.184  0.026  -2.004  0.11
H  -2.272  -0.783  0.570  -0.20
H  1.671  -0.955  0.145  -0.16
H  1.961  0.841  0.146  -0.07

---

Formula: CH5BS
Source: OMol25
Level of theory: wB97M-V/def2-TZVPD

The HOMO-LUMO gap comes out at 10.6 eV. As for the HOMO energy: -10.1 eV.

Each line ends with the Löwdin charge.
Cartesian coordinates (Å):
B  -0.584  -0.771  -0.185  -0.51
C  -0.319  0.729  -0.145  -0.44
S  1.327  -0.087  0.037  0.84
H  -0.898  -1.572  0.704  0.03
H  -0.573  -1.280  -1.284  0.03
H  -0.351  1.346  0.741  0.04
H  -0.141  1.323  -1.149  0.10
H  1.541  0.313  1.281  -0.10

---

Calculated relative energy (zero: lowest compared OMol25 entry of this formula, charge and spin) in order - 13.9 15.7 59.3 0.0 148.4 38.0 103.8 30.3 kcal/mol